C2H3Cl2F | ωB97M-V with the def2-TZVPD basis set

CARTESIAN COORDINATES (ANGSTROEM)
F 0.794132 1.617686 -0.268397
C 0.661571 0.258929 -0.428568
Cl 2.162497 -0.760167 -0.260135
C -0.634832 -0.140649 0.547425
Cl -2.047775 -0.404345 -0.443430
H 0.367264 -0.081093 -1.385839
H -0.822080 0.567360 1.235441
H -0.480778 -1.057723 1.003501

Atoms 1-6, force components in eV/Å:
0.7795 -1.0962 -0.5598
-2.2336 -0.7226 2.3414
-0.6159 1.0295 0.6661
2.8278 -1.1957 -3.7605
-0.6468 0.2065 -0.5568
-0.3458 0.7348 -1.2751

As for the HOMO energy: -11.03 eV. The calculation puts the relative energy (zero: lowest compared OMol25 entry of this formula, charge and spin) at 0.891 eV. The HOMO-LUMO gap is 11.92 eV. For the molecular weight, the calculation gives 116.950 g mol⁻¹. Its net charge is 0.

C8H10 | ωB97M-V with the def2-TZVPD basis set

CARTESIAN COORDINATES (ANGSTROEM)
C -0.191803 2.285989 1.689574
C 0.838285 1.236989 1.362749
C 0.316720 0.252250 0.355863
C -0.848377 -0.533167 0.498764
C -1.295487 -1.435608 -0.429070
C -0.549263 -1.694760 -1.575857
C 0.638806 -0.903698 -1.745497
C 1.069382 -0.038346 -0.805439
H -1.181521 1.658855 2.268525
H -0.752600 2.903457 0.971506
H 0.186787 3.144846 2.437914
H 1.603306 1.835407 0.965470
H 1.288551 0.472036 2.317477
H -1.386871 -0.168160 1.172485
H -2.153459 -2.099856 -0.336340
H -0.795100 -2.113583 -2.297410
H 1.192867 -1.147202 -2.779075
H 2.128459 0.496302 -0.827080

Atoms 1-6, force components in eV/Å:
-3.5132 0.2674 5.0004
-0.4036 -2.1885 1.7659
0.3296 -1.9644 -1.9586
4.6352 -0.0872 -4.4380
0.3027 -1.8684 -1.4541
5.6375 9.5956 11.4630

As for the HOMO energy: -8.89 eV. The calculation puts the relative energy (zero: lowest compared OMol25 entry of this formula, charge and spin) at 4.229 eV. The HOMO-LUMO gap is 9.81 eV. For the molecular weight, the calculation gives 106.168 g mol⁻¹. Its net charge is 0.

C4H22NO8 | ωB97M-V with the def2-TZVPD basis set

CARTESIAN COORDINATES (ANGSTROEM)
O -2.692660 1.403932 -1.645232
C -1.625581 0.562307 -1.767106
C -0.604893 0.956119 -0.744798
N -0.904440 1.695031 0.488172
C -0.473764 1.260832 1.844489
C 0.864614 1.940698 2.175647
O -1.662260 -0.349876 -2.525424
H -3.445780 1.081278 -2.158463
H 0.141183 1.531047 -1.314068
H 0.043207 0.089433 -0.569875
H -1.910455 1.827283 0.668811
H -0.656905 2.673288 0.310447
H -1.156199 1.618505 2.618217
H -0.426940 0.174604 1.895822
H 0.698840 2.915702 2.631832
H 1.480935 1.359165 2.847609
H 1.503272 1.805220 1.286161
H 1.557568 -0.007766 -2.527804
H 0.860724 -0.179486 -3.940821
O 1.018207 0.425001 -3.212828
H 1.709922 -1.747668 0.491164
H 3.080371 -1.619014 1.093365
O 2.346697 -1.064245 0.812867
H -3.299504 -0.171559 0.103968
H -3.118513 -0.873717 1.425534
O -2.834939 -0.089322 0.944846
H 0.025124 -2.961483 -0.557008
H 1.409912 -3.550890 -1.043924
O 0.981611 -2.876732 -0.553816
H -0.050111 -2.317344 1.723917
H -1.550515 -2.541243 2.023340
O -0.941999 -2.050816 1.475026
H 2.849441 -0.364511 -0.705513
H 3.726138 -0.551538 -2.004005
O 3.057691 -0.002222 -1.590547

Atoms 1-6, force components in eV/Å:
0.0684 0.4840 0.5651
-2.4393 0.3065 0.5528
3.1372 -1.0747 -1.1696
-2.6377 1.7146 0.2918
2.0113 0.0327 1.4131
0.3254 -1.3991 -0.6709

As for the HOMO energy: -13.19 eV. The calculation puts the relative energy (zero: lowest compared OMol25 entry of this formula, charge and spin) at 0.327 eV. The HOMO-LUMO gap is 10.40 eV. For the molecular weight, the calculation gives 212.219 g mol⁻¹. Its net charge is +1.

C26H14Cl3F6N2O5SV | ωB97M-V with the def2-TZVPD basis set

CARTESIAN COORDINATES (ANGSTROEM)
V 0.733914 -0.029945 -0.720020
Cl -5.290378 2.288510 2.087461
C -3.907606 2.074969 1.042046
C -2.651623 1.901304 1.593914
C -1.588436 1.700336 0.740523
Cl 0.010323 1.456226 1.410134
C -1.684054 1.619862 -0.667796
O -0.672718 1.365612 -1.423666
C -2.993148 1.839753 -1.154701
Cl -3.236230 1.783084 -2.874328
C -4.081584 2.055658 -0.330960
H -2.506456 1.898719 2.665032
H -5.063828 2.187429 -0.762771
F 4.919121 -4.630284 -2.397516
C 3.979894 -3.674687 -2.605605
F 4.561146 -2.755101 -3.399745
F 3.008069 -4.259133 -3.321785
C 3.492514 -3.091497 -1.312935
C 3.974626 -3.581272 -0.115813
C 3.526639 -3.054800 1.089919
C 2.609029 -2.023941 1.040706
N 2.159198 -1.525038 -0.107361
C 2.533245 -2.050337 -1.303591
S 1.737473 -1.353873 -2.654377
H 4.698440 -4.384963 -0.124190
H 3.869490 -3.442983 2.037703
H 2.180470 -1.587404 1.934155
O -0.354205 -1.725633 1.967087
C -1.156923 -1.508488 1.054627
O -0.877197 -1.176374 -0.146877
C -2.642655 -1.540145 1.360927
C -3.569362 -1.338981 0.346969
C -4.937611 -1.243948 0.611487
C -5.316242 -1.342041 1.925905
O -6.586260 -1.293557 2.463603
C -6.348413 -1.096974 3.851450
O -5.070429 -1.638205 4.146760
C -4.396645 -1.548284 2.939272
C -3.054219 -1.662948 2.694218
H -3.197824 -1.226754 -0.662054
H -5.661429 -1.073261 -0.173970
H -7.109309 -1.616173 4.429494
H -6.341506 -0.018806 4.061173
H -2.317741 -1.811347 3.471424
F 5.344874 5.309227 -1.333293
C 5.261872 4.344765 -2.272277
F 6.491589 3.822647 -2.402624
F 4.961953 4.957957 -3.430259
C 4.233924 3.311333 -1.901924
C 4.602817 2.122642 -1.295903
C 3.605051 1.230492 -0.943012
N 2.307763 1.466372 -1.151998
C 1.962881 2.616739 -1.740219
C 2.892412 3.563526 -2.131707
H 5.639484 1.881919 -1.110583
H 3.848818 0.283464 -0.480239
H 0.899841 2.749645 -1.898868
H 2.567159 4.474986 -2.613022

Atoms 1-6, force components in eV/Å:
-0.1455 -0.0054 -0.0271
0.0012 0.0350 -0.0071
0.0146 0.0065 -0.0103
0.0098 0.0010 0.0243
-0.0445 0.0074 -0.0047
0.0578 0.0499 0.0133

As for the HOMO energy (alpha / beta): -4.34 / -5.27 eV. The calculation puts the relative energy (zero: lowest compared OMol25 entry of this formula, charge and spin) at 0.000 eV. As for the expectation value of S²: 3.76. As for the spin multiplicity: 4. The HOMO-LUMO gap (alpha / beta) is 6.44 / 7.29 eV. For the molecular weight, the calculation gives 737.765 g mol⁻¹. Its net charge is -1.

CH2N2O2S2 | ωB97M-V with the def2-TZVPD basis set

CARTESIAN COORDINATES (ANGSTROEM)
C 1.394976 -0.474182 -0.012782
N 2.874187 -1.102444 0.074167
N 3.703554 -0.107741 -0.030528
O 3.334178 1.053528 -0.137831
O 4.899508 -0.451688 0.076488
S 0.330387 -1.745708 -0.033668
S 1.125262 1.214959 0.025139
H -0.623631 -0.971670 -0.375808
H -0.203847 1.135702 0.119547

Atoms 1-6, force components in eV/Å:
6.0130 -1.1078 0.5967
-7.0752 1.4013 -0.6013
3.6223 -0.9428 1.1156
0.6071 1.1973 -0.4032
-1.1804 0.9025 -0.4549
0.5509 -1.5504 0.2920

As for the HOMO energy: -9.99 eV. The calculation puts the relative energy (zero: lowest compared OMol25 entry of this formula, charge and spin) at 4.950 eV. The HOMO-LUMO gap is 8.57 eV. For the molecular weight, the calculation gives 138.173 g mol⁻¹. Its net charge is 0.

C43H33CaN8OSSe | ωB97M-V with the def2-TZVPD basis set

CARTESIAN COORDINATES (ANGSTROEM)
Ca -0.192495 -0.374387 0.131673
C -2.400852 -2.697814 -5.768228
C -2.652575 -3.878123 -5.071121
C -2.374435 -3.988594 -3.719980
C -1.844395 -2.885181 -3.071030
C -1.501532 -2.601533 -1.683884
N -1.058207 -1.331845 -1.589617
C -1.025387 -0.762981 -2.810620
N -0.420624 0.371139 -3.107901
C -0.050240 1.227337 -2.176053
C 1.128642 2.075022 -2.293393
C 2.158184 2.129073 -3.216907
C 3.277316 2.880665 -2.902008
C 3.369590 3.559044 -1.689750
C 2.342846 3.513786 -0.760888
C 1.218495 2.769606 -1.071276
C 0.062521 2.345722 -0.292736
N -0.245440 2.826002 0.899030
C -0.896279 2.103823 1.786164
N -1.030160 0.765600 1.734493
C -1.470679 0.302106 2.919843
N -1.606708 -0.956653 3.278019
C -1.467890 -1.967421 2.438777
N -1.376035 -1.908160 1.092690
C -1.469529 -3.152450 0.571394
N -1.594928 -3.480441 -0.702660
C -1.548033 -4.118402 1.656165
C -1.587958 -5.502084 1.688164
C -1.610043 -6.122934 2.925129
C -1.597015 -5.379929 4.102127
C -1.565161 -3.995014 4.080880
C -1.541214 -3.364980 2.849069
C -1.744968 1.436814 3.801849
C -2.250825 1.545060 5.084799
C -2.436653 2.817497 5.605165
C -2.119407 3.953783 4.870599
C -1.588690 3.854894 3.594119
C -1.397311 2.590794 3.069586
N -0.633109 1.416222 -0.975847
C -1.562910 -1.699538 -3.786844
C -1.843927 -1.598941 -5.137627
H -2.651421 -2.644411 -6.819499
H -3.086158 -4.716795 -5.599231
H -2.576605 -4.897659 -3.174601
H 2.092112 1.575137 -4.141865
H 4.103063 2.927216 -3.597975
H 4.270260 4.109606 -1.464497
H 2.420493 4.016740 0.191125
H -1.591437 -6.067604 0.769241
H -1.630568 -7.204121 2.980907
H -1.611774 -5.901723 5.050924
H -1.549253 -3.417042 4.992308
H -2.500362 0.661248 5.649916
H -2.845292 2.932064 6.599911
H -2.289666 4.929544 5.306269
H -1.333081 4.732268 3.019358
H -1.633400 -0.684058 -5.670782
C 7.355839 -2.071254 5.330707
C 6.090262 -1.652248 4.637831
C 5.837843 -0.326748 4.322379
C 4.674768 0.058194 3.678018
C 4.471571 1.506785 3.356296
C 3.705152 -0.904585 3.351501
Se 2.057972 -0.327479 2.538408
C 3.937473 -2.247808 3.680505
C 2.928087 -3.332198 3.420114
C 5.126387 -2.592934 4.305596
H 8.048194 -1.235522 5.418271
H 7.840121 -2.871885 4.771622
H 7.141491 -2.445005 6.333225
H 6.557865 0.437701 4.592678
H 5.178531 2.130763 3.903701
H 3.456520 1.797934 3.614757
H 4.596013 1.680917 2.285490
H 2.082956 -2.949776 2.851449
H 2.538065 -3.707263 4.366536
H 3.375908 -4.170358 2.881194
H 5.293485 -3.629420 4.576767
C 4.221653 -0.431887 -0.352709
S 2.845311 -1.130533 -1.330246
C 2.820616 -2.754831 -0.482590
O 1.630748 -0.440623 -0.861417
H 5.129454 -0.987868 -0.561241
H 3.954624 -0.498997 0.701387
H 4.341158 0.609921 -0.637373
H 3.817444 -3.180761 -0.491042
H 2.126691 -3.398770 -1.018810
H 2.477161 -2.593489 0.538378

Atoms 1-6, force components in eV/Å:
1.7345 -0.8445 1.5025
0.0286 0.1203 -0.1707
-0.0627 -0.1644 0.0364
-0.0255 -0.0221 0.0778
0.0818 0.4793 -0.4035
-0.0689 0.2094 -0.2703

As for the HOMO energy (alpha / beta): -3.52 / -3.52 eV. The calculation puts the relative energy (zero: lowest compared OMol25 entry of this formula, charge and spin) at 2.766 eV. The HOMO-LUMO gap (alpha / beta) is 4.71 / 4.71 eV. For the molecular weight, the calculation gives 828.897 g mol⁻¹. Its net charge is -1.

C6H12S2Se | ωB97M-V with the def2-TZVPD basis set

CARTESIAN COORDINATES (ANGSTROEM)
C -1.759526 0.422783 0.169236
C -1.858389 0.013133 -1.199650
C -0.395301 0.646071 0.744670
C 0.800571 -1.044290 -0.771701
C 0.309867 1.873557 0.324937
C 1.585861 -1.781534 0.167487
S -0.115574 3.174952 1.549294
S 2.617096 -3.113545 -0.524555
Se -0.826747 -1.742709 -1.323859
H -2.104425 1.445924 0.362304
H -2.201573 -0.240464 0.904244
H -2.916205 -0.165428 -1.508110
H -1.543299 0.662352 -1.994245
H -0.020648 0.078311 1.669783
H 1.155896 -0.112580 -1.270732
H -0.123420 2.244417 -0.557149
H 1.461654 1.804025 0.334619
H 0.919823 -2.180349 0.844799
H 2.343816 -1.323166 0.858570
H 0.985958 3.059034 2.367167
H 1.684566 -3.720494 -1.147111

Atoms 1-6, force components in eV/Å:
1.3540 1.5130 3.8486
-1.1683 -2.3110 -2.4165
2.3437 -2.4476 -0.3907
-0.8253 3.7803 -0.2422
1.9810 -0.5482 2.1795
2.4490 -0.2305 0.9282

As for the HOMO energy (alpha / beta): -7.46 / -7.35 eV. The calculation puts the relative energy (zero: lowest compared OMol25 entry of this formula, charge and spin) at 0.000 eV. The HOMO-LUMO gap (alpha / beta) is 7.41 / 7.63 eV. For the molecular weight, the calculation gives 227.256 g mol⁻¹. Its net charge is 0.

C17H30FN3O6S | ωB97M-V with the def2-TZVPD basis set

CARTESIAN COORDINATES (ANGSTROEM)
C 0.056714 -2.500297 6.382186
C 0.897281 -1.696411 5.392552
C 0.526589 -2.088368 3.962024
C 1.488888 -1.498131 2.952904
O 2.697322 -1.517922 3.107500
N 0.930784 -0.932492 1.852663
C -0.359829 -1.054230 1.170412
C 0.213031 -0.164942 0.056572
F 0.368131 -0.840945 -1.136962
C -0.520615 1.163945 -0.153705
O -1.572056 1.377811 0.414435
N 0.143864 2.127695 -0.862066
C -0.536779 3.412213 -0.989810
C -0.031600 4.385955 0.068674
S -0.709849 6.002564 -0.131241
O -0.328721 6.814217 0.980263
O -0.488040 6.417333 -1.472277
O -2.272613 5.714375 0.009780
C 1.171300 1.837958 -1.843092
C 0.664020 0.972843 -2.999516
N 1.602216 0.202481 -3.603084
O -0.488012 1.035287 -3.365137
C 1.533932 -0.060152 0.859974
C 0.771772 -0.178155 5.542166
C 1.221530 0.495714 6.852808
C 0.158480 0.397316 7.951280
C 1.435775 1.982020 6.548923
C 2.539878 -0.095523 7.351648
H -0.975494 -2.141542 6.417034
H 0.035687 -3.555077 6.100285
H 0.465284 -2.450443 7.390404
H 1.944975 -1.973005 5.535387
H 0.561698 -3.176782 3.852831
H -0.501645 -1.784230 3.742598
H -0.581286 -2.066565 0.830542
H -1.204312 -0.618101 1.699828
H -0.376710 3.813618 -1.989163
H -1.610587 3.276263 -0.886966
H -0.285147 4.055253 1.076472
H 1.050781 4.521642 0.017362
H -2.548734 6.015773 0.887783
H 1.529693 2.782655 -2.249384
H 2.031437 1.349229 -1.374410
H 2.546550 0.137753 -3.272645
H 1.304858 -0.362013 -4.380252
H 1.765198 0.933341 1.249433
H 2.397079 -0.491997 0.348840
H 1.355081 0.274441 4.732150
H -0.271746 0.106732 5.345512
H 0.033842 -0.617317 8.326804
H 0.436474 1.024349 8.801803
H -0.812507 0.742519 7.587800
H 2.214828 2.120733 5.795667
H 0.518115 2.442084 6.172622
H 1.737727 2.524113 7.447628
H 3.304771 -0.063668 6.571870
H 2.909943 0.468682 8.210602
H 2.426655 -1.134963 7.665430

Atoms 1-6, force components in eV/Å:
-0.0262 -0.0209 -0.0094
0.1076 -0.0820 0.1771
-0.1270 -0.1831 -0.1770
-0.0082 -0.2080 -0.1701
0.0361 0.3271 0.1034
-0.0836 0.1736 0.2218

As for the HOMO energy: -9.66 eV. The calculation puts the relative energy (zero: lowest compared OMol25 entry of this formula, charge and spin) at 0.580 eV. The HOMO-LUMO gap is 9.90 eV. For the molecular weight, the calculation gives 423.507 g mol⁻¹. Its net charge is 0.